DFT (ωB97M-V/def2-TZVPD) results for C27H44F6OP2Rh as an isolated structure at a distorted geometry.

Results
**Multiplicity**: 5
**LUMO (alpha / beta)**: -2.2 / -4.2 eV
**Energy relative to the best compared isomer or geometry (same formula, charge and spin)**: 0.00 kcal per mole
**Total charge**: +1
**Electronic energy**: -2522.4571 Eh

```
81
Properties=species:S:1:pos:R:3:forces:R:3:lowdin_spin:R:1
Rh -0.152740 1.348951 -0.034519 -7.9 2.0 -8.0 1.929
C 0.958127 -0.188997 0.707820 1.3 -2.0 1.3 0.133
C 1.790163 0.847840 0.159079 2.1 -0.8 0.4 0.115
C 0.484614 1.778468 1.834772 1.0 0.2 2.6 0.120
C 0.161132 0.391134 1.746260 1.3 -1.0 2.6 0.154
C 1.481815 2.062692 0.846086 1.6 0.7 1.8 0.114
C 0.990703 -1.663840 0.397819 -0.2 0.1 -0.1 0.025
H 1.928217 -1.954711 -0.081818 -0.1 0.0 0.1 0.002
H 0.161162 -1.961173 -0.258799 0.2 0.0 0.1 0.006
H 0.883395 -2.248828 1.318396 0.1 0.1 -0.1 0.004
C -0.753146 -0.349187 2.676011 0.0 0.1 -0.3 0.026
H -0.364422 -1.345426 2.879385 0.0 0.0 0.0 0.005
H -1.754109 -0.463179 2.261250 0.2 -0.1 0.1 0.006
H -0.839724 0.185686 3.619176 0.0 0.0 0.1 0.002
C -0.062113 2.741434 2.836742 -0.2 0.1 -0.2 0.026
H -0.324442 2.221413 3.759642 0.1 0.2 0.0 0.003
H -0.974626 3.215430 2.458114 0.1 0.1 0.1 0.008
H 0.671698 3.524158 3.042431 -0.2 -0.1 0.1 0.002
C 2.081062 3.415220 0.617089 -0.2 0.0 -0.3 0.041
H 2.264512 3.908801 1.570628 0.2 0.1 -0.1 0.005
H 1.381935 4.038961 0.049174 0.2 0.1 0.1 0.013
H 3.006805 3.336651 0.043351 0.0 0.1 0.1 0.003
C 2.912206 0.692224 -0.822733 0.0 0.2 -0.1 0.033
H 3.840482 1.125307 -0.417407 -0.3 -0.2 -0.1 0.006
H 2.689053 1.224730 -1.757644 0.2 -0.1 0.1 0.012
H 3.094519 -0.362579 -1.040917 0.0 0.1 -0.1 0.001
C -1.417399 -2.617410 -2.891503 0.0 -1.1 0.2 0.001
C -0.209699 -3.139992 -2.627257 -0.9 -0.5 -0.1 0.000
C 1.089426 -2.577441 -3.112784 0.6 -0.3 0.4 0.002
C 1.142611 -2.086032 -4.574191 0.6 -0.2 -0.2 0.013
C 0.955864 -0.559571 -4.760644 0.2 0.3 0.4 0.031
C 0.554734 0.159659 -3.500500 0.6 0.6 1.1 0.169
C -0.754888 -0.247959 -2.828305 -0.1 0.3 1.0 0.033
C -1.599076 -1.282137 -3.535434 -0.6 0.0 0.0 0.003
H 1.847986 -3.373448 -2.983396 -0.3 0.3 -0.3 0.000
H 0.481060 -2.669150 -5.217543 0.0 -0.1 0.1 0.002
H 1.444977 -1.790466 -2.426334 -0.1 -0.2 -0.3 0.000
H -1.354752 -1.313049 -4.607092 -0.2 -0.1 0.4 0.001
H -2.356602 -3.119545 -2.604227 0.7 0.1 0.1 0.000
H -0.096232 -4.084914 -2.072133 -0.4 0.5 -0.3 0.000
H -2.651878 -0.954907 -3.458149 0.4 -0.4 -0.1 0.000
H -0.509433 -0.563424 -1.787325 -0.5 0.0 -0.8 0.010
H 1.388064 0.095825 -2.766339 -0.6 0.2 -0.6 0.006
H -1.420545 0.628291 -2.656436 0.4 -0.4 -0.1 0.007
H 2.180542 -2.289706 -4.894565 -0.6 -0.1 -0.2 0.001
H 1.961288 -0.211198 -5.049777 -0.4 0.3 0.1 0.002
P -0.074919 0.210984 -6.067288 1.5 -0.6 -1.0 0.005
C -1.287047 -0.842618 -6.898463 -0.7 -0.1 -0.4 0.001
C 1.186367 0.462960 -7.383049 -0.2 0.6 -0.6 0.001
P 0.168965 2.021512 -3.617235 2.7 -0.9 0.1 0.432
C -0.653149 1.741523 -5.315877 -1.2 0.2 -0.3 0.022
C 1.707881 2.740725 -4.302160 -0.2 0.8 0.0 0.045
C -0.926805 3.290986 -2.958191 -1.0 1.1 -0.7 0.175
H -2.302079 -0.457658 -6.748662 0.2 -0.2 0.1 0.000
H -1.256653 -1.891729 -6.572561 0.1 0.4 0.1 0.000
H -1.107639 -0.844574 -7.984308 0.1 0.2 0.4 0.000
H 0.721655 0.578747 -8.377801 0.1 0.1 0.5 0.000
H 1.861058 -0.400444 -7.461805 -0.3 0.0 0.3 0.000
H 1.810812 1.349346 -7.204088 -0.2 -0.2 0.1 0.001
H -1.611059 3.628844 -3.744869 -0.3 0.2 0.2 0.023
H -0.349400 4.159200 -2.631716 0.2 -0.2 0.1 0.003
H -1.517739 2.923091 -2.113796 0.2 -0.1 -0.3 0.016
H -1.754297 1.726836 -5.208255 0.4 -0.2 -0.1 0.003
H -0.401351 2.613711 -5.947046 -0.2 -0.5 0.2 0.001
H 2.007544 3.617882 -3.708491 0.0 -0.3 -0.2 0.004
H 1.508031 3.076634 -5.330834 0.4 0.1 0.2 0.010
H 2.526611 2.008940 -4.317120 -0.3 0.2 0.1 0.000
C -3.730859 0.748863 1.379226 0.1 0.1 0.0 0.005
C -3.384055 1.156570 -0.057848 -1.1 0.3 -0.6 0.012
O -2.172179 0.827310 -0.557964 0.9 0.2 0.6 0.145
C -4.441260 0.411005 -0.970263 -0.4 -0.1 0.2 0.002
F -5.725948 0.800238 -0.712664 1.1 -0.4 -0.3 0.001
F -4.222221 0.584353 -2.299043 -0.1 -0.1 0.7 0.001
F -4.362983 -0.936501 -0.732000 -0.1 1.1 -0.3 0.000
C -3.607479 2.715346 -0.169205 -0.1 0.3 0.4 0.003
F -4.760756 3.149274 0.410198 1.0 -0.3 -0.6 0.001
F -2.570581 3.353796 0.483556 -0.9 -0.5 -0.6 0.011
F -3.598250 3.166018 -1.453071 -0.1 -0.3 0.9 0.002
H -3.048929 1.236237 2.083688 -0.1 -0.1 -0.1 0.000
H -3.655784 -0.339060 1.471442 0.0 0.3 0.0 0.000
H -4.757702 1.057188 1.600472 0.2 -0.1 0.1 0.000
```
Forces are in eV/Å.